Below is a cluster of 15 separate species, C6H41NO14 in total at a distorted geometry, with properties calculated with ωB97M-V with the def2-TZVPD basis set.

The geometry in XYZ format:
```
62
Properties=species:S:1:pos:R:3
H 1.23926 -1.70677 0.77523
O -3.83239 1.40386 -0.58424
O -2.97914 0.46304 1.67196
H -0.71769 3.11448 3.73583
H 1.54057 -2.43686 -2.13918
O 3.60189 1.07082 -3.45666
H -3.83288 -1.75570 0.83267
H -1.40780 -1.01291 3.03874
H 0.21801 1.59818 3.01727
H -0.40851 -1.07208 -1.79596
O -0.74039 -2.11959 -3.55136
H 0.36091 -3.50328 -1.54785
H -1.49022 2.65919 -0.02986
H -0.32329 -2.33476 0.41532
O 1.46400 -2.18258 2.94312
H -1.33056 3.17093 2.28895
H -3.43169 -0.02026 -3.80414
H -3.62104 0.84649 2.23080
O -4.40956 -2.30837 0.33439
H -3.20063 0.53151 0.73190
H -3.96104 0.78539 -1.28497
H 2.61870 1.37166 -3.23571
C 2.27801 -3.79052 -0.44919
C 0.15926 -0.75517 -0.92264
H -1.96140 -2.21030 2.05874
H -3.41874 2.17963 -0.86312
H -3.76128 -2.74000 -0.12083
H -3.40072 -0.37006 -2.51849
C 1.17484 -2.98498 -1.11866
O 0.02561 2.92958 -2.39197
H 1.95847 3.43173 -1.02989
H 3.32718 -3.89825 -0.94553
O -3.25373 0.43596 -3.02257
O -1.19987 -1.96250 2.74422
H 0.19218 2.03023 -2.21524
H 2.06748 -4.86078 -0.26634
H -1.17598 3.97566 -0.56727
H 1.19060 -0.28013 -1.45234
H 0.69959 -2.14370 2.23906
H -0.21952 -1.97818 -4.34071
O 4.52764 1.09086 0.87099
H 1.13949 2.44762 -0.03169
C 0.60901 -1.94105 -0.09852
H 4.24312 1.15421 0.00410
C 0.51105 0.70375 1.16322
N -0.12678 1.54884 1.98773
H -1.36992 -2.70912 -3.56880
H 2.36580 -3.49408 0.69476
H 4.06748 1.26654 -2.71140
O -1.74137 3.58874 0.10881
C -0.28064 0.15024 0.16706
H -1.17217 1.35396 2.13640
H 4.89390 0.19929 0.92222
O -0.99255 3.68964 2.96060
H 1.57195 0.58838 1.25293
H 3.55477 -2.89610 1.97360
H 1.05543 -2.82658 3.69350
H -1.45617 0.41783 0.09755
H -0.42738 2.85278 -3.27168
H 3.72042 -1.66854 1.46597
O 4.28300 -2.38152 1.47043
O 2.02705 2.63297 -0.37601
```

Summary:
**Highest occupied orbital energy**: -7.79 eV
**Net charge**: 0
**Kohn-Sham gap**: 7.18 eV
**Energy above the lowest of the compared OMol25 structures with the same formula, charge and spin**: 202.9 kcal/mol

=====

Below is a cluster of 14 separate species, C6H41NO15P in total at a distorted geometry, with properties calculated with ωB97M-V with the def2-TZVPD basis set.

The geometry in XYZ format:
```
64
Properties=species:S:1:pos:R:3
H -1.08325 -0.65764 3.35586
H 7.92257 -0.08090 0.75192
H -2.58651 2.86518 -1.61420
H 5.45739 -2.10700 2.37401
O -1.49254 -2.54526 -2.82503
H -0.36885 -3.53363 -6.03273
H -1.45044 -6.37486 -6.87615
H 4.99043 2.75226 -1.82590
H -2.42487 -5.24146 -6.56381
H 1.53818 1.24481 0.74243
N -1.43128 0.98790 1.26139
H 5.14972 0.04116 0.26189
H 1.60790 -4.55566 -2.64911
H -1.79055 -0.31852 4.66598
C 2.94168 3.04865 0.05358
H -5.46439 -0.09728 8.85433
H 4.02481 -2.01305 1.85384
P -1.18669 1.73676 -0.15140
H 3.26360 0.00727 0.25217
C 4.18457 0.58625 -0.17845
H -4.22377 0.56804 5.44375
O -6.43098 0.21374 1.94028
C 4.29907 2.15755 0.27395
H 4.71471 2.22821 1.38436
O 4.94028 -1.80897 1.61064
O -5.22260 1.18088 -0.60906
H 0.67788 2.91214 -1.32362
H -3.90309 -2.82384 -8.28931
O -2.60108 2.70877 -0.61148
H -1.76567 0.65752 -2.08154
C 0.30153 2.92827 -0.19868
O -3.76614 -3.59015 -7.71236
O -4.62199 -0.48526 8.57359
H -0.54219 -2.72744 -2.77381
H -3.96836 -0.68652 6.27594
H -5.10068 0.33462 -1.06508
H 1.38707 2.80012 1.80150
O -0.67245 -2.65781 -5.75052
O 1.48598 -3.70940 -2.19308
C 5.45349 2.83443 -0.72946
H -3.10828 -3.28486 -7.06970
H -7.29251 0.63488 2.07954
H -0.73621 -2.73147 -4.78642
H 5.51888 3.98270 -0.49914
H 6.47344 2.26248 -0.67534
H -0.67205 1.29569 1.90753
H -4.29114 -0.92778 9.36957
O -1.02945 -0.80285 4.31242
H 2.80977 3.34390 -1.09170
H -1.63307 -1.84779 -2.16728
H -4.37997 1.64097 -0.73998
O -1.50221 -5.51078 -6.44079
H -6.14433 0.54687 1.07673
H 2.32861 -3.24931 -2.32400
H 7.55521 0.72126 1.99822
O -2.45097 2.10315 3.60418
O 7.61897 0.79491 1.03412
C 1.57433 2.41291 0.69365
H 3.13439 4.08745 0.60977
O -3.57569 -0.13951 5.57919
H 4.28924 0.52815 -1.34313
H -2.50477 2.24835 2.64763
H -3.21207 2.58748 3.95775
O -1.01260 0.52328 -1.40943
```

Summary:
**Highest occupied orbital energy**: -2.87 eV
**Net charge**: -1
**Kohn-Sham gap**: 4.95 eV
**Energy above the lowest of the compared OMol25 structures with the same formula, charge and spin**: 98.5 kcal/mol

=====

Below is a cluster of 17 separate species, C6H41NO20 in total at a distorted geometry, with properties calculated with ωB97M-V with the def2-TZVPD basis set.

The geometry in XYZ format:
```
68
Properties=species:S:1:pos:R:3
H -0.77992 -4.92625 0.22293
H 0.43147 -4.45349 -1.26214
H -5.92819 4.56225 0.06473
H -6.48705 1.15639 -2.97164
H 2.18639 0.44429 3.26740
C -0.61249 -0.39262 0.37782
O -6.41472 2.11086 -3.12242
H 3.23902 1.79689 1.06199
H 0.79479 -3.83445 0.49940
O 4.40909 1.28484 -0.89739
H 1.57181 -0.18847 4.51379
C 1.73637 -0.77610 -1.72759
O 0.14442 -4.78577 2.66134
H -4.37054 7.51508 -2.71558
H -3.61810 3.14162 -2.53542
O 5.59126 -4.85206 0.82065
H 3.09660 0.28457 1.21737
O -3.44024 0.08178 2.01638
H 6.82962 2.31833 6.61022
H -5.00096 3.78210 -2.63043
H 0.10305 -5.24006 3.51627
H -5.31361 5.19500 -1.18165
C 3.26014 -2.22091 -0.48263
H -1.61288 0.96492 -2.58110
H 5.47756 1.12959 4.42456
H -2.32819 2.08431 1.32882
H 0.24438 0.42713 0.51514
N -0.04301 -1.44119 -0.55182
H -0.73534 -6.07649 -2.57390
O 2.73192 1.12279 1.53888
H 5.42021 -3.07504 0.01239
O -1.61936 1.96000 0.67989
O -2.17749 -2.78860 -0.89563
O -4.09565 3.86692 -2.96540
H -4.08387 -0.62895 1.87638
H 2.85892 -3.05076 -1.24011
H -1.71361 2.71707 0.08243
H 3.65220 0.79767 -1.25625
H 4.50508 -2.15866 1.54294
H 4.88375 -5.51074 0.75304
H -3.53705 0.30373 2.95465
C -0.87740 -2.70197 -0.60271
H -5.53003 4.21006 -5.77886
O -4.87765 6.84098 -2.23869
O 2.28064 -0.31278 3.86486
H -0.79342 -0.82813 1.46446
H -6.30112 2.18834 -4.08162
O 0.16369 -6.30762 -2.29585
C -0.06704 -4.12070 -0.24803
H -4.51297 6.00276 -2.56020
H 0.63919 -6.44207 -3.12940
H 5.17756 0.77288 -1.19121
O -4.89688 3.48128 -5.86251
H 5.45509 2.68391 7.16572
O 4.70909 1.64156 4.71838
O -2.38135 1.47688 -2.28728
H -3.13824 0.98971 -2.64614
H 6.36383 -5.29884 0.44315
H 0.39137 -3.87728 2.89077
O 6.35413 2.45278 7.44378
H 3.95220 1.15439 4.35952
H -4.23425 3.66748 -5.18042
O 2.47513 -0.50117 -2.80750
O 0.24670 -0.95460 -1.77278
C 4.45593 -2.49508 0.40020
H -1.59115 0.12826 -0.00567
O -5.21936 4.43794 -0.58419
O 2.50056 -0.93646 -0.44613
```

Summary:
**Highest occupied orbital energy**: -8.81 eV
**Net charge**: 0
**Kohn-Sham gap**: 8.74 eV

=====

Below is a cluster of 16 separate species, C6H42O15 in total at a distorted geometry, with properties calculated with ωB97M-V with the def2-TZVPD basis set.

The geometry in XYZ format:
```
63
Properties=species:S:1:pos:R:3
O -0.96079 3.80546 1.15946
H 1.04729 -1.25291 -0.25072
H -2.41519 1.84836 3.66156
O 2.17384 0.86247 -3.70413
H 2.29067 3.33425 1.28595
C -1.03754 -0.60118 0.05761
H 1.40645 -2.51336 -1.67457
H -0.92036 -0.19503 -1.99900
H 0.80705 0.48450 -0.20827
H 1.67757 3.65381 3.76199
O 2.27521 -2.93573 -1.50014
H -3.13765 -2.59657 0.79294
C 1.77498 -1.48079 2.37532
H 2.88298 -1.20672 2.13619
H -0.23191 -2.11042 -2.84515
H -3.64720 3.09832 -1.17012
O -3.27768 -0.86408 2.60831
H 2.04820 1.65996 -3.39979
H -0.33604 3.30801 0.77986
C 0.55491 -0.46869 0.30183
H 2.54493 1.03276 -4.58155
H 2.70528 1.97891 0.54256
H -0.71343 -2.77163 -1.65484
O -1.19486 4.87398 -2.31589
H 1.83573 -1.44751 3.55524
O -3.45488 2.80539 -0.28948
H -0.58013 4.50504 -2.86689
C -1.50740 -0.40379 -1.19760
H -3.78564 -2.57017 2.24509
H -1.12671 4.77830 -1.41454
H -1.80261 3.40190 1.36007
H 3.73395 -0.97926 -2.45837
O 1.08218 3.54532 3.01324
O 1.88515 2.53962 0.76974
H -1.62894 -1.05703 0.86058
H 0.48900 4.24606 3.08033
H -1.01634 2.00497 3.19236
O 4.40342 -1.58915 -2.46670
H 0.15177 -0.18277 -4.40110
O -0.06895 -2.84095 -2.25272
H 5.02576 -0.49678 -1.04044
O 4.93891 0.35074 -0.71552
C 0.70262 -0.54330 1.81845
H 4.00695 0.34842 -0.41464
H -0.15215 -1.53790 -4.92290
H -4.18524 2.59502 0.29441
H 4.04366 -2.32422 -1.88188
H -4.86235 -0.96398 -0.76072
H 2.34563 -3.49872 1.44877
C 1.53824 -2.97269 1.94012
H -2.31415 -0.86978 2.23755
H 2.20319 -3.84954 -1.88239
O -3.48872 -3.19255 1.58335
H -0.25660 -0.63808 2.26932
O -0.37949 -0.97040 -4.27366
O -1.77085 1.55339 3.00701
H -2.48619 -0.41602 -1.55017
H -3.33979 -0.41240 3.32352
O -4.86907 -1.81217 -1.14983
H 1.12846 -3.40948 2.79296
H -4.50742 -2.23813 -0.38845
H 0.99413 0.51959 2.17559
H 0.75816 -2.92067 1.20093
```

Summary:
**Highest occupied orbital energy**: -9.77 eV
**Net charge**: 0
**Kohn-Sham gap**: 9.63 eV
**Energy above the lowest of the compared OMol25 structures with the same formula, charge and spin**: 124.9 kcal/mol

=====

Below is a cluster of 15 separate species, C6H43NO14 in total at a distorted geometry, with properties calculated with ωB97M-V with the def2-TZVPD basis set.

The geometry in XYZ format:
```
64
Properties=species:S:1:pos:R:3
H 1.96267 0.71397 2.17532
C 0.22381 -2.29368 0.57230
O 2.89286 -1.11796 -3.22361
H 0.67106 3.68227 3.73393
C -0.80669 0.45782 -3.05101
H 4.45284 -0.24946 1.94042
O 2.04347 -0.23902 1.93628
H -2.82105 -3.85757 2.02362
H -0.63396 1.41706 -2.99481
O 0.55105 3.10838 3.12866
H -3.03316 1.23818 1.11155
O -2.36584 3.56024 1.55269
O 1.99938 3.28057 0.97522
N -0.12358 -1.71163 1.92125
H 0.18979 -0.00910 -2.93657
O 3.33725 0.42215 -0.41785
H 1.22920 -2.25148 0.16615
H -2.41597 -0.58109 -2.07244
O -3.31950 -3.07746 2.36085
O -0.06489 2.91790 -0.52014
C -1.78232 0.20809 -1.89204
H 4.38881 -1.74992 1.53659
H 2.81138 1.74882 -1.68596
H 1.10375 -0.55939 2.17143
C -0.85376 -0.07193 -0.62469
O 4.88096 -0.87096 1.31800
H -0.67464 -2.19890 -1.45778
H -1.76154 -4.36365 -2.29847
O -3.93342 1.27576 1.37641
H -1.79784 -1.67067 -0.20642
H -1.16839 -1.59962 1.99207
H 1.85445 3.82980 1.85688
C -0.73350 -1.61962 -0.46542
H 0.45140 -4.49052 1.00794
H 1.06734 1.31271 -4.85293
H 4.34925 0.33806 -0.50539
H -1.29938 0.42276 0.28368
H -0.46158 2.43081 0.14398
C -0.27290 -3.76001 0.60478
O 2.16304 2.45677 -1.92354
H 2.48746 3.75368 0.35856
H -0.66073 -4.07764 -0.31450
H 3.08567 -0.97411 -2.31951
H -2.86268 4.23504 1.31875
H -1.61080 3.92645 1.84001
H 0.16699 -2.40658 2.60806
O -1.95950 -3.61581 -2.74462
H 3.12940 -0.31649 0.16471
H -3.79503 -2.77288 1.57303
H -1.09635 -3.95476 1.21511
H 1.70643 2.01801 -3.67270
H -1.34630 0.15636 -3.97630
H -2.48220 1.08759 -1.85479
H -3.11084 -0.96081 2.49159
H -1.14845 -3.10770 -2.75285
H -2.84352 -0.94616 3.75774
H 2.68587 -0.24103 -3.50024
H -0.37052 2.88414 3.22240
H 0.18124 0.22851 -0.63073
O -2.37956 -0.75716 2.92647
O 1.91271 1.46003 -4.53191
H -4.24473 2.16311 1.27241
H 1.58398 2.34827 -1.16408
H 0.67162 3.39149 -0.04756
```

Summary:
**Highest occupied orbital energy**: -9.56 eV
**Net charge**: 0
**Kohn-Sham gap**: 9.28 eV
**Energy above the lowest of the compared OMol25 structures with the same formula, charge and spin**: 158.1 kcal/mol

=====

Below is a cluster of 15 separate species, C6H43NO14 in total at a distorted geometry, with properties calculated with ωB97M-V with the def2-TZVPD basis set.

The geometry in XYZ format:
```
64
Properties=species:S:1:pos:R:3
H -2.26486 2.89219 -0.63749
H 3.65746 -0.47632 2.59159
H 3.61285 -2.38763 -0.31802
H -2.99750 -1.31268 0.54576
H 0.70960 1.20134 -4.61845
C 0.20747 -1.88589 1.06936
H 1.26466 -5.05544 0.67517
H 0.18700 2.41519 -3.30785
O -0.74804 0.62714 3.44972
H -4.32599 -1.10005 1.06392
H -0.59476 2.84794 0.63194
H 0.91175 -2.75274 3.18703
H -0.62712 -0.37367 -3.72215
H -2.72776 2.07812 1.41238
H 4.62311 -0.16655 -1.57220
H 0.17352 1.15021 -1.21293
H 2.29369 4.54648 -0.35434
O -3.26643 1.82302 0.67532
O -2.91770 -1.31197 -1.25371
H 1.29962 2.90222 3.36910
O 2.34428 3.62088 -0.25024
C 0.67157 -0.67493 0.25664
H -1.67493 0.86128 -2.85792
H -3.39386 1.25978 -1.16741
N 0.17417 -0.93740 -1.10178
H 4.29690 0.86016 -2.67317
H 0.26574 0.26983 0.66646
H -4.48951 1.98459 -1.82004
C -0.68902 0.48087 -3.01332
O -1.66205 -4.11772 -0.20933
H 2.48795 3.09287 2.28741
H -3.17654 0.85107 0.80258
H 1.73761 -0.71053 0.32820
H -2.80316 -1.61500 -2.20334
H -1.59545 2.88750 -1.97107
H -1.00036 1.86957 -4.75695
H 2.77156 -1.89887 0.93035
O 3.90383 0.41369 -1.83576
C 0.85858 -1.92666 2.43580
H -1.79090 -3.58758 -0.99957
H 0.56290 2.16288 1.46032
H 0.65944 -1.59779 -1.62927
H -0.91083 1.18085 2.71003
H 1.65112 -3.94785 -0.29085
H -0.90387 -1.93241 1.12286
O 1.17381 -4.77509 -0.26221
H 2.48316 0.39208 2.10915
C 0.32005 0.37113 -1.83314
O -3.41622 -0.88076 1.26083
O 3.31031 -2.67480 0.52651
H -0.93346 -4.66666 -0.30650
H 0.47784 -1.17438 3.09136
H -1.95895 -1.35624 -0.93351
H 1.96944 -1.71862 2.35967
H 0.33051 -2.87275 0.51854
H 1.41034 0.40966 -2.32100
C -0.14713 1.59444 -4.05878
H -1.22677 -0.23155 3.31556
O -1.41136 3.02200 -1.03102
O 3.07296 -0.23401 1.81025
O 2.02985 2.36065 2.91819
H 1.64284 3.13958 -0.57705
O -0.20786 2.60726 1.56405
O -3.53442 1.83070 -1.90701
```

Summary:
**Multiplicity**: 2
**Highest occupied orbital energy (alpha / beta)**: -13.64 / -13.63 eV
**Net charge**: +1
**Kohn-Sham gap (alpha / beta)**: 10.63 / 5.39 eV
**Energy above the lowest of the compared OMol25 structures with the same formula, charge and spin**: 81.6 kcal/mol